# 1
Computed, not measured: an isolated molecule of C4H9NO, with ωB97M-V with the def2-TZVPD basis set.

2S+1: 1
frontier orbital gap: 7.869 eV

```
15
Properties=species:S:1:pos:R:3:mulliken_charge:R:1
C -1.65 0.48 0.42 -1.2817
C -0.90 -0.32 -0.62 0.2034
N 0.59 -0.38 -0.57 0.0456
C -0.30 -1.65 -0.35 -0.6677
C 1.43 0.01 0.57 -0.6499
O 1.42 1.37 0.86 -0.4809
H -2.71 0.20 0.37 0.3600
H -1.31 0.27 1.44 0.2806
H -1.57 1.56 0.23 0.2987
H -1.20 -0.02 -1.63 0.3120
H 1.01 -0.19 -1.48 0.3419
H -0.23 -2.21 -1.30 0.1435
H 2.43 -0.37 0.35 0.3909
H 1.03 -0.52 1.43 0.3892
H 2.00 1.83 0.24 0.3144
```

# 2
Computed, not measured: a structure of composition C14H25N3O2, with ωB97M-V with the def2-TZVPD basis set.

2S+1: 1
frontier orbital gap: 8.549 eV

```
44
Properties=species:S:1:pos:R:3:mulliken_charge:R:1
C -0.31 4.80 -2.79 -1.1207
C -0.67 3.70 -1.70 -0.3182
C 0.65 3.15 -0.94 -0.2980
C 0.26 2.29 0.13 -1.2793
N 0.28 0.83 -0.32 0.9241
C 1.59 0.46 -0.33 -1.4479
C 2.16 0.26 1.06 -0.3812
C 1.65 -0.94 1.82 0.2027
C 1.86 -2.33 1.37 -1.2446
H 1.15 -3.07 2.02 0.1526
H 1.62 -2.39 0.51 0.4050
H 2.98 -2.56 1.47 0.4096
H 0.42 -0.73 1.66 -0.1704
H 1.91 -0.82 3.03 0.2514
H 3.42 -0.30 0.79 0.2723
H 2.33 1.17 1.66 0.2471
H 2.16 1.05 -0.92 0.3872
H 1.52 -0.48 -0.84 0.6522
C -0.52 0.36 -1.05 -0.3466
C -0.88 -0.91 -0.90 -0.2828
C -0.61 -2.02 -1.97 -0.8906
C -1.04 -3.02 -1.09 -0.2462
C -1.37 -2.77 0.15 0.7296
C -1.92 -3.49 1.31 -0.3545
O -1.74 -4.93 1.09 -0.7491
N -2.11 -2.99 2.35 0.3305
H -1.99 -1.96 2.27 0.2893
N -2.25 -3.59 3.63 -0.8266
H -3.46 -3.43 3.73 0.3079
H -2.19 -4.53 3.44 0.3275
O -1.20 -1.49 0.21 -0.3722
H -0.97 -4.23 -1.70 0.0786
H -0.30 -1.95 -2.84 0.9529
H -0.38 0.69 -2.26 0.0661
H -1.60 1.03 -0.98 0.2584
H 1.12 2.54 1.12 0.0996
H -0.61 2.48 0.43 1.0307
H 1.04 4.26 -0.48 0.2664
H 1.26 2.79 -1.73 0.3243
H -1.19 4.51 -0.92 0.2024
H -1.39 3.02 -2.08 0.3196
H 0.26 5.89 -2.31 0.2300
H 0.34 4.41 -3.66 0.3104
H -1.25 5.24 -3.45 0.3001
```

# 3
Computed, not measured: a structure of composition C20H21GdO3, with ωB97M-V with the def2-TZVPD basis set.

2S+1: 8
frontier orbital gap (spin up / spin down): 6.974 / 4.483 eV

```
45
Properties=species:S:1:pos:R:3:mulliken_charge:R:1
C 3.14 1.18 1.19 -0.2436
C 3.19 1.08 -0.23 -0.3123
C 2.04 1.75 -0.77 -0.7698
H 3.99 0.59 -0.79 0.3749
C 1.28 2.25 0.33 -0.1419
C 1.95 1.91 1.54 -0.9080
H 1.65 2.23 2.54 0.4074
H 3.91 0.81 1.88 0.5003
H 1.81 1.90 -1.82 0.4237
H 0.40 2.89 0.24 0.4640
C 0.89 -2.97 0.87 -0.8834
C 2.15 -2.64 1.45 -0.1016
C 1.92 -1.79 2.58 -0.4112
H 3.12 -3.03 1.16 0.4077
C 0.50 -1.65 2.73 -0.6448
C -0.13 -2.38 1.67 -0.3135
H -1.20 -2.53 1.54 0.4750
H 0.74 -3.60 0.00 0.4448
H 2.69 -1.37 3.24 0.5216
H -0.01 -1.12 3.54 0.4350
Gd 1.28 -0.40 0.53 1.0701
O -2.02 0.55 -0.82 -0.2792
C -1.96 0.78 -2.26 -0.4407
C -2.95 1.55 -1.41 -0.0726
H -1.07 1.32 -2.60 0.2485
H -2.37 -0.02 -2.89 0.2750
H -2.69 2.59 -1.18 0.3996
H -4.95 3.32 -1.74 0.3161
C -5.33 2.30 -1.69 -0.4769
C -4.39 1.25 -1.49 0.4728
C -4.86 -0.08 -1.45 -0.3689
H -4.16 -0.90 -1.30 0.3397
C -6.23 -0.34 -1.55 -0.5414
H -6.59 -1.37 -1.49 0.3574
C -7.15 0.71 -1.75 -0.3961
H -8.21 0.49 -1.84 0.3559
C -6.69 2.03 -1.83 -0.5139
H -7.39 2.85 -2.00 0.3614
C 6.77 -1.10 0.73 -1.0672
C 5.52 -1.91 1.00 0.6326
O 5.65 -2.94 1.70 -0.7103
O 4.44 -1.46 0.47 -0.5314
H 7.38 -1.02 1.62 0.3125
H 6.53 -0.11 0.35 0.2412
H 7.38 -1.61 -0.02 0.2916
```

# 4
Computed, not measured: an isolated molecule of C22H27N3O4S, with ωB97M-V with the def2-TZVPD basis set.

2S+1: 1
SMILES: [H]/N=c1/c2cc(OC)c(OC)cc2nc(SCc2ccc(OC)cc2)n1CCCOC
frontier orbital gap: 7.944 eV

```
57
Properties=species:S:1:pos:R:3:mulliken_charge:R:1
C 0.61 -2.72 -0.18 -0.6391
H 1.31 -2.34 -0.92 0.2945
O 1.02 -2.45 1.14 -0.0191
C 2.20 -3.09 1.55 -0.9110
C 3.49 -2.55 0.92 -0.2784
H 3.45 -2.68 -0.16 0.3293
H 4.32 -3.13 1.30 0.4834
C 3.73 -1.07 1.26 -1.7336
N 2.72 -0.20 0.69 -0.0098
C 1.73 0.34 1.46 0.5358
N 0.76 1.06 1.03 -0.2302
C 0.61 1.21 -0.32 -1.2612
C 1.55 0.72 -1.22 0.0924
C 1.36 0.89 -2.59 -0.1195
C 0.22 1.52 -3.06 0.5417
C -0.75 1.99 -2.14 1.4913
C -0.54 1.85 -0.79 -0.2359
H -1.25 2.19 -0.06 0.3813
O -1.85 2.56 -2.70 -0.4911
C -2.88 3.00 -1.84 -0.6474
H -2.54 3.80 -1.18 0.3129
H -3.66 3.38 -2.50 0.2727
H -3.28 2.18 -1.24 0.1515
O -0.07 1.72 -4.38 -0.4659
C 0.87 1.29 -5.33 -0.9224
H 0.45 1.57 -6.30 0.2349
H 1.01 0.21 -5.30 0.3534
H 1.84 1.79 -5.20 0.3531
H 2.12 0.51 -3.24 0.6285
C 2.72 0.02 -0.71 -0.0696
N 3.62 -0.36 -1.52 -0.8050
H 4.42 -0.84 -1.12 0.2705
S 1.75 0.03 3.19 -0.3357
C 0.27 0.95 3.73 -1.0228
C -0.97 0.66 2.95 0.1980
C -1.29 -0.62 2.51 -0.1995
C -2.42 -0.85 1.75 -0.7493
C -3.27 0.21 1.43 0.8313
C -2.98 1.48 1.91 -0.5137
C -1.84 1.70 2.65 -0.5199
H -1.62 2.70 3.00 0.2955
H -3.66 2.29 1.67 0.4590
O -4.40 0.11 0.66 -0.4754
C -4.73 -1.15 0.12 -0.9081
H -4.93 -1.88 0.91 0.3560
H -3.94 -1.53 -0.53 0.3354
H -5.64 -0.99 -0.46 0.2563
H -2.63 -1.85 1.41 0.4937
H -0.63 -1.44 2.72 0.4687
H 0.16 0.64 4.78 0.4737
H 0.52 2.01 3.69 0.4210
H 3.73 -0.94 2.34 0.6502
H 4.71 -0.76 0.88 0.4527
H 2.23 -2.95 2.63 0.3063
H 2.13 -4.17 1.34 0.4605
H 0.48 -3.80 -0.33 0.3571
H -0.35 -2.21 -0.30 0.0209
```

# 5
Computed, not measured: a cluster of 2 separate species, C9H14BrCl2N2O in total, with ωB97M-V with the def2-TZVPD basis set.

2S+1: 1
frontier orbital gap: 7.905 eV
net charge: +1

```
29
Properties=species:S:1:pos:R:3:mulliken_charge:R:1
C 2.65 1.89 -0.58 -1.1567
C 1.28 1.57 0.04 -0.4289
C 0.29 1.01 -1.00 0.1895
Br 0.37 -0.93 -1.04 -0.0886
C -1.12 1.51 -0.77 0.2535
C -2.24 0.69 -0.52 -0.4421
C -3.46 1.26 -0.30 0.2878
O -4.59 0.58 -0.09 -0.5054
C -3.54 2.65 -0.38 -0.3003
N -2.43 3.32 -0.65 0.2123
N -1.23 2.82 -0.85 -0.6186
H 2.86 1.26 -1.45 0.3187
H 3.44 1.74 0.16 0.3506
H 2.70 2.93 -0.89 0.3322
H 1.40 0.82 0.83 0.3644
H 0.86 2.46 0.51 0.3276
H 0.58 1.34 -2.00 0.4015
H -2.13 -0.39 -0.49 0.3564
H -4.53 0.00 0.68 0.3635
H -4.46 3.20 -0.23 0.4948
H -2.47 4.34 -0.72 0.2937
Cl 1.32 -2.91 2.68 -0.1738
C 2.00 -4.40 1.97 -0.4223
C 2.16 -4.28 0.48 -0.4393
Cl 0.58 -4.20 -0.35 -0.2031
H 1.34 -5.22 2.24 0.3182
H 2.97 -4.55 2.43 0.3012
H 2.69 -5.14 0.08 0.3332
H 2.71 -3.37 0.21 0.2797
```

# 6
Computed, not measured: a cluster of 2 separate species, C14H19F3N3 in total, with ωB97M-V with the def2-TZVPD basis set.

2S+1: 1
frontier orbital gap: 8.040 eV
net charge: +1

```
39
Properties=species:S:1:pos:R:3:mulliken_charge:R:1
C 2.29 2.26 -0.13 -0.9068
N 1.91 0.86 -0.43 0.1139
C 2.95 0.01 -1.01 -0.7805
C 0.66 0.49 -0.36 -0.5296
C 0.25 -0.84 -0.78 0.5082
C 0.90 -2.01 -0.34 -0.3461
C 0.54 -3.26 -0.85 -0.8734
C -0.45 -3.34 -1.82 0.1853
C -0.81 -4.70 -2.37 0.8456
F -2.09 -4.74 -2.85 -0.2533
F 0.02 -5.03 -3.42 -0.2399
F -0.69 -5.69 -1.44 -0.2493
C -1.07 -2.20 -2.30 -0.8826
C -0.75 -0.96 -1.76 -0.4093
H 3.38 2.28 -0.12 0.3474
H 1.93 2.95 -0.91 0.3109
H 1.90 2.59 0.84 0.3075
H 3.81 0.69 -1.13 0.3102
H 3.24 -0.82 -0.36 0.3066
H 2.67 -0.38 -2.00 0.3618
H -0.08 1.30 -0.27 0.7851
H 1.67 -1.98 0.42 0.6320
H 1.01 -4.16 -0.48 0.4533
H -1.83 -2.29 -3.06 0.4474
H -1.22 -0.07 -2.15 0.4238
C -1.25 3.74 0.67 -1.1990
C -1.26 2.50 1.52 0.4821
N -0.70 1.33 1.29 -0.0617
C -1.03 0.42 2.38 -0.6436
C -1.85 1.25 3.37 -0.5330
N -1.92 2.53 2.70 -0.1788
H -1.54 4.60 1.29 0.4113
H -0.25 3.94 0.26 0.2186
H -1.96 3.67 -0.16 0.2656
H -1.63 -0.43 2.03 0.2776
H -0.15 0.00 2.87 0.3376
H -2.85 0.84 3.50 0.2910
H -1.33 1.34 4.33 0.2733
H -2.42 3.34 3.04 0.1910
```

# 7
Computed, not measured: an isolated molecule of C5H11N, with ωB97M-V with the def2-TZVPD basis set.

2S+1: 1
SMILES: CN1CC1(C)C
frontier orbital gap: 9.863 eV

```
17
Properties=species:S:1:pos:R:3:mulliken_charge:R:1
C 1.93 -0.09 -0.60 -0.8063
N 0.88 0.67 0.04 -0.2914
C 0.39 0.43 1.38 -0.5971
C -0.47 0.16 0.18 1.1573
C -1.50 1.10 -0.41 -1.4152
C -0.83 -1.30 -0.05 -1.5201
H 1.95 -1.17 -0.38 0.2815
H 1.80 0.04 -1.68 0.2739
H 2.90 0.34 -0.33 0.2908
H 0.28 1.31 2.01 0.2395
H 0.74 -0.46 1.91 0.2843
H -2.49 1.00 0.04 0.3323
H -1.59 0.85 -1.48 0.2954
H -1.17 2.14 -0.35 0.3818
H -1.75 -1.52 0.50 0.3984
H -1.02 -1.51 -1.11 0.3215
H -0.06 -1.99 0.31 0.3733
```

# 8
Computed, not measured: a structure of composition C12H14Cl5O3Rh, with ωB97M-V with the def2-TZVPD basis set.

2S+1: 5
frontier orbital gap (spin up / spin down): 8.601 / 5.188 eV
net charge: +2

```
35
Properties=species:S:1:pos:R:3:mulliken_charge:R:1
Rh 0.00 0.62 -0.02 0.3474
C 2.33 -2.67 -1.45 -0.8722
O 2.39 -1.83 -0.35 -0.2286
C 2.10 -2.54 0.78 -0.7936
C 2.07 -1.56 1.88 -0.6234
O 0.94 -0.63 1.63 -0.3131
C 1.16 0.35 2.76 -0.5189
C -0.12 0.95 3.17 -0.4296
O -0.65 1.72 2.09 -0.1892
C -1.60 2.69 2.44 -0.8192
H 1.32 -3.17 -1.64 0.3296
H 3.06 -3.43 -1.23 0.3861
H 2.57 -2.10 -2.35 0.3118
H 2.87 -3.36 0.90 0.4713
H 1.14 -3.07 0.76 0.3886
H 3.02 -0.93 1.85 0.3904
H 1.91 -2.01 2.82 0.3851
H 1.92 0.99 2.35 0.3403
H 1.57 -0.25 3.55 0.4620
H -0.05 1.54 4.07 0.4488
H -0.92 0.24 3.30 0.3103
H -2.39 2.17 3.04 0.4127
H -2.09 3.00 1.51 0.1584
H -1.18 3.52 3.00 0.3048
Cl 0.98 -0.26 -2.62 -0.1275
C -0.52 0.37 -2.88 0.8779
C -1.09 0.93 -1.71 0.0064
C -2.52 1.28 -1.77 0.1169
Cl -3.25 1.88 -0.29 -0.1796
C -3.07 1.40 -2.98 0.5913
Cl -4.62 2.04 -2.97 -0.0537
C -2.39 0.97 -4.25 0.2188
Cl -3.29 1.13 -5.67 -0.0043
C -1.18 0.33 -4.12 -0.0066
Cl -0.42 -0.32 -5.61 -0.0992
```

# 9
Computed, not measured: a cluster of 2 separate species, C3H13N2O in total, with ωB97M-V with the def2-TZVPD basis set.

2S+1: 1
frontier orbital gap: 10.647 eV
net charge: +1

```
19
Properties=species:S:1:pos:R:3:mulliken_charge:R:1
C 0.33 -0.85 -1.06 -0.6181
C 0.55 -1.15 0.41 -0.3905
C 1.05 0.08 1.20 -0.7239
N 1.86 1.02 0.45 -0.5670
N -0.38 0.47 -1.18 -0.1978
H 1.22 -0.73 -1.66 0.3881
H -0.32 -1.58 -1.54 0.3465
H 1.26 -1.97 0.47 0.3396
H -0.41 -1.37 0.88 0.2660
H 1.52 -0.19 2.16 0.4201
H 0.17 0.57 1.64 0.3579
H 2.72 0.62 0.11 0.1942
H 0.25 1.19 -0.77 0.4311
H 2.10 1.86 0.96 0.2123
H -0.62 0.81 -2.11 0.3943
H -1.22 0.54 -0.66 0.1846
H -3.67 0.01 -0.45 0.3024
H -3.45 0.48 0.96 0.3060
O -2.96 0.20 0.18 -0.6459
```

The records above give, respectively, strongest force on any atom values of 0.008; 0.367; 0.038; 0.020; 0.011; 0.063; 0.005; 0.102; 0.036 Eh/bohr.